# C34H65N4O22

A 8-piece molecular cluster, C34H65N4O22 overall (ωB97M-V/def2-TZVPD, OMol25).

Computed properties:
**Gap between HOMO and LUMO**: 0.3105 hartree
**Energy**: -87305.2144 eV
**Energy relative to the best compared isomer or geometry (same formula, charge and spin)**: 3.540 eV
**Spin multiplicity**: 1
**Net charge**: +1

The geometry in XYZ format:
```
125
Properties=species:S:1:pos:R:3:forces:R:3:mulliken_charge:R:1
C -6.327975 2.641250 2.185492 0.721 -0.784 -1.528 0.159
C -6.729118 2.652332 1.024265 0.106 -0.385 -0.009 -1.870
C -7.108450 2.446937 -0.500200 0.647 0.077 1.760 1.671
C -5.721197 2.392650 -1.282722 0.847 0.412 0.158 -0.318
C -4.822969 1.140518 -0.922961 0.731 -0.299 -1.612 -0.104
C -3.928157 0.682288 -1.909346 -1.269 1.062 1.390 -1.082
C -7.953767 1.110045 -0.560148 -0.968 -0.138 1.051 -1.043
N -8.506078 0.806710 -1.933251 1.993 2.648 -1.030 -0.169
C -8.652718 1.980166 -2.728210 -0.147 -0.917 1.854 0.171
N -8.456688 1.916397 -4.048538 -0.746 1.480 0.100 0.115
N -8.137104 0.748189 -4.729555 0.737 -0.432 -0.957 -0.577
C -6.658833 0.564904 -4.925354 1.556 -0.047 1.283 0.005
C -6.239198 -0.850389 -4.326666 -0.522 -0.152 0.083 -0.977
N -9.025483 3.195775 -2.060744 1.665 -2.587 -2.393 -0.199
C -8.063820 3.608063 -0.988840 0.198 1.706 1.855 -0.219
C -7.308645 4.947714 -1.413855 -0.610 -0.284 0.012 -0.927
C -8.326403 6.191625 -1.521314 0.759 -0.688 -0.606 -0.288
O -7.563092 7.390108 -1.749692 -0.008 -0.976 0.473 -0.504
H -5.676161 2.414707 3.076818 -1.489 0.739 -1.243 0.397
H -5.968803 2.359401 -2.386301 0.412 -0.070 1.134 -0.117
H -5.111621 3.348743 -1.130997 -1.117 -1.041 -0.015 0.505
H -4.891395 0.687468 0.110185 -0.810 -0.161 -1.606 0.403
H -3.325900 1.498723 -2.419363 -1.513 -1.191 -0.521 0.208
H -3.834356 -0.393796 -2.224304 1.011 1.129 1.296 0.318
H -8.850245 1.205662 0.140339 1.335 -0.041 -0.780 0.424
H -7.360852 0.199261 -0.250183 -0.638 1.188 -0.295 0.420
H -7.812133 0.157886 -2.339129 -1.014 0.303 -0.448 0.301
H -8.550606 2.776214 -4.612038 0.067 -0.511 0.667 0.255
H -8.537075 0.781203 -5.677545 -0.343 0.055 0.913 0.297
H -6.138820 1.355166 -4.294015 -0.552 -0.808 -0.894 0.114
H -6.307717 0.739172 -5.990548 -0.706 -0.443 1.187 0.404
H -6.018123 -0.800124 -3.209529 -0.265 0.211 -1.371 0.050
H -5.317227 -1.294794 -4.809334 -1.215 0.513 0.403 0.324
H -7.150418 -1.528696 -4.422872 1.417 0.608 -0.146 0.365
H -9.135151 3.915032 -2.787885 -0.063 -0.118 0.690 0.321
H -8.698297 3.892724 -0.080459 0.749 -0.520 -1.215 0.486
H -6.785195 4.765351 -2.411044 -0.612 0.449 1.193 0.165
H -6.513542 5.188425 -0.635842 -1.017 -0.366 -0.845 0.616
H -8.970374 6.054033 -2.456838 0.613 0.301 1.358 0.248
H -8.983700 6.285050 -0.599545 0.768 -0.229 -1.037 0.282
H -6.727749 7.295992 -1.249541 -0.662 0.279 -0.318 0.353
C -0.866246 -0.845704 0.578260 -0.147 0.388 0.216 -0.449
O -0.408810 -2.170985 0.315211 0.074 -0.096 -0.267 -0.335
C 0.010627 -2.365746 -0.942745 0.086 -0.336 0.147 0.766
O 0.024270 -1.537556 -1.820334 -0.086 -0.105 0.216 -0.557
O 0.409790 -3.637496 -1.056758 -0.150 0.382 0.145 -0.326
C 0.886147 -3.988601 -2.358026 0.180 -0.215 -0.415 -0.619
H -1.180420 -0.801001 1.620635 0.161 -0.270 -0.055 0.230
H -0.061576 -0.123636 0.430526 -0.109 -0.059 -0.113 0.310
H -1.724478 -0.602302 -0.052075 0.168 0.020 -0.095 0.096
H 1.759558 -3.390382 -2.622929 -0.185 0.062 -0.037 0.321
H 0.097045 -3.869163 -3.102687 0.120 0.159 0.039 0.268
H 1.180431 -5.037170 -2.331241 -0.105 0.098 0.266 0.261
C 2.494810 -2.156059 -8.114030 0.213 -0.297 -0.242 -0.559
O 1.921029 -0.994645 -7.514989 -0.218 -0.002 0.297 -0.348
C 1.176434 -1.245750 -6.430330 0.059 0.239 -0.097 0.697
O 0.967897 -2.332360 -5.949017 0.080 0.252 -0.087 -0.481
O 0.702422 -0.080041 -5.971925 0.103 -0.217 -0.255 -0.357
C -0.116124 -0.201680 -4.808942 -0.150 0.010 0.419 -0.398
H 3.072793 -1.831695 -8.978573 -0.129 0.217 0.144 0.219
H 3.167793 -2.657167 -7.415905 -0.173 -0.027 -0.002 0.279
H 1.714479 -2.838772 -8.455452 0.054 0.005 0.166 0.246
H 0.451136 -0.625987 -3.980293 -0.162 -0.106 -0.120 0.258
H -0.999432 -0.807554 -5.021959 0.159 -0.106 0.044 0.226
H -0.443680 0.798761 -4.525976 0.189 0.027 -0.248 0.221
C 0.167572 -0.110113 6.377072 -0.106 0.342 0.174 -0.536
O 0.622152 -1.435513 6.111477 0.086 -0.098 -0.278 -0.328
C 1.042538 -1.631475 4.853670 0.068 -0.237 0.130 0.821
O 1.060771 -0.804673 3.975418 -0.092 -0.137 0.162 -0.541
O 1.438724 -2.905522 4.741604 -0.129 0.335 0.135 -0.327
C 1.915385 -3.257598 3.442524 0.142 -0.203 -0.409 -0.312
H -0.145955 -0.070154 7.419763 0.098 -0.265 -0.079 0.227
H 0.974120 0.610547 6.230054 -0.105 -0.054 -0.147 0.210
H -0.689731 0.136603 5.747853 0.168 0.027 -0.062 0.273
H 2.790665 -2.661054 3.179188 -0.165 0.054 -0.019 0.083
H 1.127328 -3.136766 2.696630 0.110 0.140 0.035 0.209
H 2.207792 -4.306721 3.466371 -0.096 0.101 0.275 0.240
C 8.721244 -4.875498 2.112465 0.380 -0.222 0.090 -0.624
O 7.449774 -4.395046 1.675958 -0.181 0.297 0.048 -0.332
C 7.149568 -3.162937 2.108322 -0.021 -0.119 -0.069 0.760
O 7.846301 -2.468498 2.805966 -0.260 -0.162 -0.183 -0.535
O 5.938954 -2.839196 1.628653 0.250 -0.188 0.053 -0.263
C 5.485058 -1.542407 2.010731 -0.181 0.394 0.105 -0.587
H 8.855254 -5.876415 1.703620 -0.260 0.122 -0.077 0.223
H 9.523499 -4.237911 1.737248 -0.094 0.040 0.161 0.292
H 8.756065 -4.938648 3.201394 0.040 0.160 -0.093 0.294
H 6.157913 -0.771587 1.630910 0.026 -0.074 0.180 0.342
H 5.390173 -1.471571 3.096041 0.159 0.070 -0.079 0.220
H 4.500911 -1.388104 1.568650 0.106 -0.261 -0.075 0.207
C -3.952503 -6.906925 -6.362621 -0.369 -0.035 -0.056 -0.617
O -2.572397 -7.161075 -6.110452 0.196 0.182 -0.028 -0.327
C -1.755510 -6.151755 -6.448229 0.206 -0.141 0.058 0.786
O -2.093362 -5.097249 -6.926426 0.012 -0.250 0.138 -0.553
O -0.500946 -6.521042 -6.161428 -0.402 -0.064 -0.055 -0.328
C 0.487861 -5.536931 -6.471141 0.335 0.310 0.033 -0.449
H -4.513703 -7.787642 -6.051914 0.286 -0.030 0.040 0.225
H -4.299624 -6.051619 -5.779728 0.075 0.029 -0.164 0.268
H -4.125996 -6.743729 -7.427741 0.043 0.142 0.114 0.291
H 0.320993 -4.626964 -5.894216 -0.065 -0.023 -0.230 0.151
H 0.492898 -5.319778 -7.540829 -0.124 0.087 0.115 0.284
H 1.460516 -5.945255 -6.197545 -0.220 -0.214 0.045 0.303
C 7.191015 0.568853 5.685628 0.439 -0.272 0.101 -0.625
O 5.918807 1.052632 5.252205 -0.223 0.322 0.041 -0.218
C 5.618840 2.283680 5.684437 -0.092 -0.184 -0.148 0.682
O 6.315106 2.978972 6.381653 -0.465 -0.254 -0.324 -0.550
O 4.408676 2.609187 5.207007 0.233 -0.151 0.065 -0.271
C 3.957814 3.907126 5.592064 -0.179 0.361 0.070 -0.692
H 7.323936 -0.432236 5.276085 -0.242 0.128 -0.106 0.156
H 7.993824 1.204855 5.308707 -0.093 0.037 0.154 0.325
H 7.228586 0.504335 6.774586 0.027 0.168 -0.087 0.309
H 4.631543 4.677366 5.212679 0.028 -0.083 0.171 0.324
H 3.865100 3.976615 6.677383 0.167 0.041 -0.085 0.306
H 2.973560 4.060535 5.150397 0.111 -0.263 -0.072 0.210
C 8.405958 3.659722 8.166106 -0.273 0.106 -0.035 -0.526
O 9.788092 3.398822 8.424102 0.374 0.210 0.041 -0.323
C 10.608092 4.406924 8.100193 -0.076 -0.193 0.077 0.765
O 10.277600 5.466341 7.629546 0.125 -0.242 0.115 -0.538
O 11.863293 4.031647 8.390936 -0.257 -0.001 -0.036 -0.322
C 12.851917 5.016432 8.094957 0.322 0.217 -0.052 -0.624
H 7.839236 2.779549 8.464928 0.301 -0.026 -0.007 0.170
H 8.058831 4.510914 8.755406 0.096 0.027 -0.140 0.326
H 8.239321 3.832405 7.105241 0.093 0.111 0.209 0.313
H 12.681449 5.921657 8.680389 -0.082 -0.024 -0.170 0.289
H 12.861804 5.243873 7.027513 -0.114 0.096 0.118 0.289
H 13.822560 4.604619 8.369705 -0.217 -0.186 0.054 0.219
```
Positions in Å, forces in eV/Å.